Density functional theory data (the ωB97M-V functional and the def2-TZVPD basis) for C2HBr2NO as an isolated structure.

Its net charge is 0. The HOMO energy is -9.283 eV. Its HOMO-LUMO gap is 8.08 eV.

Last column: natural (NBO) charge in e.
Element x y z (Å)
1 C -0.96 0.51 1.00  0.861
2 C 1.20 -0.75 -1.27  -0.266
3 N -1.35 0.69 -0.10  -0.779
4 O -0.61 0.38 2.09  -0.519
5 Br 1.89 0.81 -0.53  0.127
6 Br 1.98 -2.24 -0.51  0.135
7 H -2.15 0.60 -0.69  0.441

Density functional theory data (the ωB97M-V functional and the def2-TZVPD basis) for C6H11N as an isolated structure.

Its net charge is 0. The HOMO energy is -9.076 eV. Its HOMO-LUMO gap is 10.05 eV.

Last column: natural (NBO) charge in e.
Element x y z (Å)
1 C 2.06 0.09 0.00  -0.613
2 C 0.54 -0.02 0.00  -0.043
3 C -0.37 1.24 -0.01  -0.438
4 C -1.74 0.52 -0.02  -0.248
5 C -0.26 -0.84 1.04  -0.248
6 C -0.26 -0.96 -0.96  -0.244
7 H 2.41 0.74 0.82  0.215
8 H 2.45 -0.90 0.08  0.211
9 H 2.40 0.50 -0.95  0.214
10 H -0.24 1.90 0.84  0.207
11 H -0.27 1.91 -0.88  0.205
12 H -2.24 0.71 -0.97  0.194
13 H -2.44 0.78 0.80  0.204
14 H 0.13 -1.83 1.19  0.195
15 H -0.52 -0.42 2.03  0.190
16 H -0.48 -0.52 -1.96  0.187
17 H 0.18 -1.97 -1.06  0.203
18 N -1.38 -0.94 0.02  -0.393

Density functional theory data (the ωB97M-V functional and the def2-TZVPD basis) for a 2-piece molecular cluster, C30H34BF3O3 overall.

Its net charge is 0. The HOMO energy is -6.007 eV. Its HOMO-LUMO gap is 5.69 eV.

Last column: Mulliken charge in e.
Element x y z (Å)
1 C 2.85 2.49 1.48  -1.657
2 C 3.05 1.71 0.20  1.731
3 C 4.03 2.42 -0.72  -1.761
4 C 3.33 0.14 0.36  1.763
5 C 4.70 -0.34 -0.04  -1.721
6 C 2.98 -0.44 1.72  -1.739
7 O 2.41 -0.47 -0.61  -0.341
8 B 1.57 0.55 -0.98  0.912
9 C -2.72 -0.02 2.35  1.317
10 C -2.77 -1.41 2.54  -0.397
11 C -3.86 -2.12 2.07  -0.612
12 C -4.90 -1.43 1.47  0.293
13 C -6.11 -2.19 1.01  0.869
14 F -7.27 -1.65 1.48  -0.275
15 F -6.20 -2.19 -0.36  -0.251
16 F -6.10 -3.50 1.39  -0.295
17 C -4.89 -0.05 1.31  -1.280
18 C -3.81 0.67 1.81  -0.450
19 C -1.58 0.72 2.89  -0.414
20 C -1.30 2.20 2.71  -0.451
21 C -1.95 1.78 3.98  -0.594
22 O 1.77 1.79 -0.44  -0.313
23 H 3.80 2.59 2.02  0.388
24 H 2.44 3.47 1.21  0.402
25 H 2.10 1.98 2.10  0.153
26 H 5.00 2.54 -0.23  0.411
27 H 4.16 1.87 -1.66  0.198
28 H 3.63 3.40 -0.98  0.428
29 H 5.51 0.12 0.54  0.356
30 H 4.76 -1.42 0.11  0.405
31 H 4.86 -0.14 -1.10  0.224
32 H 3.64 -0.04 2.51  0.383
33 H 1.93 -0.25 1.97  -0.069
34 H 3.12 -1.54 1.69  0.468
35 H -1.95 -1.89 3.07  0.330
36 H -3.93 -3.20 2.13  0.460
37 H -5.72 0.43 0.79  0.393
38 H -3.81 1.77 1.79  0.338
39 H -0.65 0.17 3.08  0.194
40 H -0.27 2.53 2.81  0.110
41 H -1.89 2.73 1.95  0.240
42 H -3.01 1.98 4.12  0.224
43 H -1.33 1.83 4.88  0.303
44 C 3.83 0.74 -4.68  -0.690
45 O 2.75 1.62 -4.29  -0.430
46 C 1.61 1.11 -3.76  0.516
47 C 0.67 2.07 -3.28  -0.685
48 C -0.11 1.73 -2.21  -0.726
49 C 0.09 0.43 -1.53  1.997
50 C -0.58 0.12 -0.19  -2.521
51 C -1.19 -1.18 -0.24  1.067
52 C -2.39 -1.42 -0.99  -0.222
53 C -2.83 -2.70 -1.29  -0.859
54 C -2.13 -3.82 -0.82  -0.699
55 C -0.97 -3.63 -0.07  -0.821
56 C -0.50 -2.35 0.19  0.207
57 C 0.54 -0.62 -2.50  -0.857
58 C 1.38 -0.27 -3.55  -0.676
59 H 4.56 1.42 -5.10  0.246
60 H 4.25 0.23 -3.80  0.222
61 H 3.49 0.02 -5.43  0.348
62 H 0.72 3.06 -3.72  0.414
63 H -0.86 2.41 -1.83  0.476
64 H -0.98 0.97 0.35  0.588
65 H -2.95 -0.55 -1.36  0.414
66 H -3.75 -2.83 -1.89  0.390
67 H -2.51 -4.83 -1.03  0.367
68 H -0.43 -4.50 0.32  0.376
69 H 0.44 -2.18 0.72  0.251
70 H 0.29 -1.65 -2.31  0.316
71 H 1.93 -1.01 -4.14  0.315

Density functional theory data (the ωB97M-V functional and the def2-TZVPD basis) for C5H5OSm as an isolated structure.

The spin multiplicity is 8. The expectation value of S² is 15.766. Its net charge is +2. The HOMO energy (alpha / beta) is -16.769 / -18.032 eV. Its HOMO-LUMO gap (alpha / beta) is 7.78 / 8.85 eV.

Last column: Löwdin spin population.
Element x y z (Å)
1 C 0.41 -1.61 3.31  0.062
2 C 1.01 -0.62 2.73  0.425
3 C 1.42 0.62 2.24  0.206
4 O 1.41 0.90 1.01  0.233
5 Sm 0.29 0.91 -1.13  6.024
6 H 0.93 -2.56 3.49  0.024
7 H -0.64 -1.54 3.61  0.025
8 H 1.87 1.34 2.94  0.004
9 C -1.07 0.72 -3.47  -0.007
10 C -1.69 0.64 -4.58  0.001
11 H -2.04 -0.33 -4.96  0.000
12 H -1.88 1.54 -5.18  0.000

Density functional theory data (the ωB97M-V functional and the def2-TZVPD basis) for a 3-piece molecular cluster, C3H13N3O overall.

Its net charge is 0. The HOMO energy (alpha / beta) is -6.204 / -6.203 eV. Its HOMO-LUMO gap (alpha / beta) is 6.08 / 6.07 eV.

Last column: natural (NBO) charge in e.
Element x y z (Å)
1 C 1.33 1.21 -0.44  0.106
2 C 1.01 -1.05 0.58  -0.707
3 C 0.58 -1.98 -0.55  -0.619
4 N 0.60 2.28 -0.17  -0.679
5 H 0.67 2.69 0.75  0.407
6 H -0.37 2.27 -0.53  0.455
7 H 1.23 0.73 -1.40  0.207
8 H 2.32 1.16 -0.01  0.198
9 H 0.71 -1.47 1.55  0.237
10 H 2.09 -0.90 0.59  0.185
11 H -0.50 -2.14 -0.53  0.228
12 H 1.04 -2.97 -0.46  0.204
13 H 0.86 -1.60 -1.54  0.178
14 N -1.21 0.57 0.68  -0.401
15 N -1.79 1.00 -0.54  -0.733
16 O -1.95 -0.67 1.04  -0.701
17 H -2.25 -0.50 1.95  0.454
18 H 0.17 -0.14 0.69  0.321
19 H -2.76 1.27 -0.41  0.336
20 H -1.78 0.26 -1.24  0.323

Density functional theory data (the ωB97M-V functional and the def2-TZVPD basis) for a 13-piece molecular cluster, C7H39NO12 overall.

The spin multiplicity is 2. The expectation value of S² is 0.754. Its net charge is +1. The HOMO energy (alpha / beta) is -12.881 / -12.881 eV. Its HOMO-LUMO gap (alpha / beta) is 9.65 / 5.18 eV.

Last column: Löwdin spin population.
Element x y z (Å)
1 C -0.72 1.22 0.35  0.050
2 N -1.16 1.74 -0.97  0.625
3 C -2.01 2.94 -0.86  0.057
4 C -1.64 3.87 -2.01  0.003
5 C -0.24 3.37 -2.41  0.026
6 C -0.13 1.90 -1.98  0.081
7 C -1.80 0.30 0.95  0.021
8 C -1.24 -0.43 2.20  0.003
9 H -0.52 2.13 0.92  0.020
10 H 0.21 0.66 0.22  0.000
11 H -1.80 3.43 0.09  0.024
12 H -3.07 2.66 -0.77  0.019
13 H -1.53 4.91 -1.72  0.000
14 H -2.26 3.69 -2.88  0.000
15 H 0.64 3.91 -2.03  0.003
16 H -0.03 3.40 -3.48  0.000
17 H 0.82 1.48 -1.67  0.009
18 H -0.44 1.29 -2.85  0.041
19 H -2.34 -0.35 0.26  0.000
20 H -2.54 0.94 1.45  0.000
21 H -0.69 -1.35 2.03  0.000
22 H -0.62 0.34 2.66  0.000
23 H -2.00 -0.57 2.96  0.001
24 H -2.53 -0.13 -2.02  0.002
25 H -3.59 -0.09 -3.00  0.000
26 O -3.45 -0.42 -2.10  0.006
27 H -0.41 -1.01 -1.13  0.000
28 H 0.08 -2.09 -1.96  0.000
29 O 0.21 -1.14 -1.86  0.000
30 H 2.58 -1.44 1.08  0.000
31 H 1.11 -1.87 0.73  0.000
32 O 1.86 -2.04 1.31  0.000
33 H 4.35 0.36 0.47  0.000
34 H 4.02 -0.31 -0.96  0.000
35 O 4.46 -0.41 -0.10  0.000
36 H 3.16 -3.75 1.38  0.000
37 H 2.02 -4.45 2.19  0.000
38 O 2.82 -4.60 1.68  0.000
39 H 2.03 1.89 2.78  0.000
40 H 0.52 1.39 2.47  0.001
41 O 1.12 2.12 2.53  0.005
42 H -2.43 -2.53 1.21  0.000
43 H -2.08 -2.70 2.74  0.000
44 O -2.38 -3.14 1.94  0.000
45 H -3.21 -2.01 -1.08  0.000
46 H -3.05 -3.60 -0.91  0.000
47 O -2.62 -2.75 -1.01  0.000
48 H 3.63 0.55 4.33  0.000
49 H 2.38 -0.26 3.79  0.000
50 O 2.68 0.55 4.21  0.000
51 H -1.15 -4.95 -1.21  0.000
52 H 0.38 -4.89 -0.65  0.000
53 O -0.28 -5.33 -1.19  0.000
54 H 1.71 3.33 1.18  0.000
55 H 1.65 2.75 -0.32  0.000
56 O 2.20 3.10 0.36  0.001
57 H 1.91 -0.26 -1.95  0.000
58 H 2.62 -1.00 -3.03  0.000
59 O 2.79 -0.34 -2.35  0.000

The records above give, respectively, relative energy (zero: lowest compared OMol25 entry of this formula, charge and spin) values of 49.5, 35.5, 36.7, 2.7, 163.0, 43.0 kcal per mole.
The records above give, respectively, max |F| values of 0.0295, 0.0265, 0.0669, 0.0219, 0.0379, 0.0545 Eh/bohr.